Record 1
DFT (ωB97M-V/def2-TZVPD) results for a cluster of 3 separate species, C12H19N3O4 in total in a non-equilibrium geometry.

## Properties
**SMILES string**: O=[N+]([O-])c1ccccc1.CN(C)C=O.CN(C)C=O
**Net charge**: 0
**Energy relative to the best compared isomer or geometry (same formula, charge and spin)**: 906.4 kJ/mol
**Kohn-Sham gap**: 7.05 eV

Last columns: bonded neighbours and bond lengths (Å).
Positions of all 38 atoms, in Å:
1 C 4.889 0.470 0.173  C2 1.536, C6 1.381, H10 1.046
2 C 3.648 1.062 0.856  C1 1.536, C3 1.497, H11 1.039
3 C 2.438 1.112 -0.026  C2 1.497, C4 1.547, H12 1.182
4 C 2.439 0.984 -1.568  C3 1.547, C5 1.602, N7 1.448
5 C 3.823 0.405 -2.131  C4 1.602, C6 1.556, H13 1.127
6 C 5.037 0.213 -1.176  C1 1.381, C5 1.556, H14 1.046
7 N 1.261 1.291 -2.351  C4 1.448, O8 1.230, O9 1.268
8 O 1.422 1.043 -3.545  N7 1.230
9 O 0.182 1.517 -1.724  N7 1.268
10 H 5.676 0.510 0.860  C1 1.046
11 H 3.443 1.314 1.843  C2 1.039
12 H 1.522 1.572 0.564  C3 1.182
13 H 3.769 -0.099 -3.138  C5 1.127
14 H 6.016 0.066 -1.514  C6 1.046
15 C -4.755 0.300 -0.195  O16 1.286, N17 1.390, H20 1.173
16 O -5.788 0.292 -0.961  C15 1.286
17 N -3.991 1.446 -0.005  C15 1.390, C18 1.359, C19 1.443
18 C -2.698 1.281 0.378  N17 1.359, H21 1.010, H22 1.149, H23 1.090
19 C -4.284 2.705 -0.646  N17 1.443, H24 1.114, H25 1.112, H26 1.108
20 H -4.594 -0.714 0.374  C15 1.173
21 H -2.154 0.837 -0.349  C18 1.010
22 H -2.510 0.640 1.312  C18 1.149
23 H -2.194 2.224 0.592  C18 1.090
24 H -3.433 3.043 -1.280  C19 1.114
25 H -4.350 3.550 0.075  C19 1.112
26 H -5.226 2.628 -1.225  C19 1.108
27 C -1.415 -2.290 1.746  O28 1.212, N29 1.443, H32 1.184
28 O -2.362 -2.109 1.011  C27 1.212
29 N -0.049 -2.360 1.287  C27 1.443, C30 1.488, C31 1.435
30 C 0.998 -2.837 2.231  N29 1.488, H33 1.153, H34 1.102, H35 1.059
31 C 0.242 -2.240 -0.113  N29 1.435, H36 1.005, H37 1.128, H38 1.085
32 H -1.537 -2.524 2.901  C27 1.184
33 H 0.584 -3.807 2.697  C30 1.153
34 H 1.329 -2.067 2.946  C30 1.102
35 H 1.835 -3.057 1.620  C30 1.059
36 H 1.115 -2.587 -0.471  C31 1.005
37 H 0.317 -1.170 -0.461  C31 1.128
38 H -0.646 -2.642 -0.589  C31 1.085

Record 2
DFT (ωB97M-V/def2-TZVPD) results for a cluster of 4 separate species, C12H19N3OS in total in a non-equilibrium geometry.

## Properties
**<S²>**: 0.76
**Spin multiplicity**: 2
**Net charge**: +1
**Kohn-Sham gap (spin up / spin down)**: 8.12 / 3.98 eV

Last columns: bonded neighbours and bond lengths (Å).
Positions of all 36 atoms, in Å:
1 C 1.783 -2.718 -4.950  S2 1.804, H5 1.090, H6 1.090, H7 1.090
2 S 0.823 -1.592 -3.917  C1 1.804, O3 1.567, C4 1.822
3 O 1.404 -1.973 -2.513  S2 1.567
4 C -0.792 -2.423 -4.066  S2 1.822, H8 1.090, H9 1.090, H10 1.090
5 H 1.445 -3.754 -4.967  C1 1.090
6 H 2.821 -2.742 -4.618  C1 1.090
7 H 1.912 -2.342 -5.965  C1 1.090
8 H -0.673 -3.503 -3.984  C4 1.090
9 H -1.317 -2.247 -5.005  C4 1.090
10 H -1.381 -2.206 -3.175  C4 1.090
11 C 2.104 0.859 -0.715  C12 1.440, H14 1.090, H15 1.090, H16 1.090
12 C 2.387 0.347 0.601  C11 1.440, N13 1.167
13 N 2.660 -0.023 1.674  C12 1.167
14 H 3.051 0.987 -1.239  C11 1.090
15 H 1.533 1.781 -0.605  C11 1.090
16 H 1.553 0.036 -1.171  C11 1.090
17 N 0.908 0.721 3.976  C18 1.362, C21 1.382, H22 1.010
18 C 0.343 1.883 3.543  N17 1.362, C19 1.414, H23 1.080
19 C -0.631 2.315 4.473  C18 1.414, C20 1.410, H24 1.080
20 C -0.650 1.386 5.534  C19 1.410, C21 1.414, H25 1.080
21 C 0.306 0.407 5.179  N17 1.382, C20 1.414, H26 1.080
22 H 1.597 0.218 3.436  N17 1.010
23 H 0.725 2.323 2.634  C18 1.080
24 H -1.180 3.245 4.490  C19 1.080
25 H -1.223 1.413 6.449  C20 1.080
26 H 0.653 -0.514 5.624  C21 1.080
27 N -1.754 -0.220 -0.567  C28 1.375, C31 1.355, H32 1.010
28 C -1.092 0.376 0.481  N27 1.375, C29 1.379, H33 1.080
29 C -1.665 1.590 0.796  C28 1.379, C30 1.389, H34 1.080
30 C -2.673 1.776 -0.141  C29 1.389, C31 1.354, H35 1.080
31 C -2.687 0.687 -0.945  N27 1.355, C30 1.354, H36 1.080
32 H -1.721 -1.166 -0.919  N27 1.010
33 H -0.260 -0.140 0.936  C28 1.080
34 H -1.417 2.324 1.549  C29 1.080
35 H -3.485 2.485 -0.208  C30 1.080
36 H -3.405 0.405 -1.701  C31 1.080

Q: The highest net charge belongs to which entry?
A: C12H19N3OS

Q: What is the formula in the first record?
A: C12H19N3O4